(1)
A structure of composition C23H33BiCl2N4O4 at a distorted geometry, computed with ωB97M-V with the def2-TZVPD basis set.

Summary:
Electronic energy   -69421.802 eV
Lowest unoccupied orbital energy   0.020 eV
Maximum force   0.0491 hartree/bohr
Kohn-Sham gap   0.263 Ha
Charge   0

Structure (XYZ):
```
67
Properties=species:S:1:pos:R:3:forces:R:3
H -2.247 1.614 1.487 0.08 -0.12 -0.34
H -3.135 -1.723 4.446 0.22 -0.01 -0.11
N -7.504 1.255 -0.897 0.41 -0.27 -0.07
O 0.499 2.135 1.050 0.51 1.83 -0.62
C -3.238 0.549 -1.459 0.20 0.37 0.38
H 3.832 -2.243 -0.426 -0.30 0.05 -0.22
Bi 0.355 0.263 -1.017 2.10 -0.44 1.04
H 0.421 5.676 -0.083 -0.05 -0.07 -0.05
C 2.330 -0.301 -8.870 -0.21 0.29 0.25
C -4.247 1.829 0.729 0.15 -0.26 -0.19
H 4.207 0.768 -8.904 -0.34 -0.02 0.31
H 2.645 1.584 -4.313 -0.07 -0.23 -0.28
N -2.397 0.809 -0.438 -1.27 -0.03 0.28
H 1.141 3.137 3.116 -0.02 0.25 0.03
H 3.965 -2.059 1.565 0.17 -0.14 -0.09
C -2.091 -1.543 4.153 0.03 0.09 0.03
C 0.914 0.105 -6.945 0.47 -0.62 0.19
C 1.969 0.764 -6.290 -0.76 -0.23 -0.25
C 1.197 4.203 2.879 -0.24 -0.04 -0.17
H 2.500 -0.780 -9.834 -0.05 0.09 0.24
C 3.299 0.553 -8.332 -0.37 0.07 0.09
H -0.975 -3.056 1.325 0.17 0.16 0.08
H -2.797 0.034 -2.317 -0.10 0.18 0.22
C 0.782 5.707 0.941 0.37 0.17 -0.23
H 1.714 6.277 0.936 0.12 -0.12 0.12
H -4.576 2.383 1.609 -0.14 -0.31 -0.29
H -5.182 0.700 -2.359 0.11 0.00 0.41
H -2.009 -0.552 3.704 0.06 -0.13 0.09
H -8.459 1.400 -0.622 -0.09 0.00 -0.13
C -6.577 1.870 -0.107 -0.50 0.80 0.13
C 3.232 -1.515 2.147 0.30 -0.11 0.07
H 0.064 6.272 1.538 -0.10 -0.17 0.06
H -1.035 -3.985 4.597 0.03 0.16 -0.18
C 1.114 -0.483 -8.195 0.10 0.34 0.01
H -0.021 -0.028 -6.404 0.22 -0.17 -0.07
H 1.631 -0.051 1.796 -0.05 -0.53 -0.11
H 2.699 -2.239 2.748 -0.14 -0.30 0.36
H 3.624 -0.957 -1.620 -0.47 -0.29 0.31
C 3.100 1.114 -7.065 0.02 -0.41 0.68
C 2.263 -0.790 1.287 0.00 0.43 -0.21
N -1.659 -2.535 3.184 0.03 0.09 0.18
H 0.830 3.527 -0.433 -0.22 -0.01 0.39
H -1.156 -4.547 2.922 0.08 -0.02 -0.08
C 2.180 -0.927 -0.028 -1.78 0.81 0.04
H -1.470 -1.604 5.058 -0.10 0.12 -0.21
C 1.861 0.951 -4.786 -0.44 0.30 1.17
O -0.911 -1.023 1.578 -0.80 -1.84 0.97
N 0.944 4.359 1.449 0.07 0.11 0.27
H 0.325 -1.094 -8.635 0.21 0.22 0.06
H 3.771 -0.865 2.823 0.12 0.27 0.22
C 0.748 3.303 0.649 -0.62 -1.95 0.27
C -5.131 1.524 -0.318 0.89 -0.13 0.02
H 2.197 4.585 3.132 -0.27 -0.06 -0.11
H -2.612 -4.309 3.881 -0.01 0.22 -0.06
C 3.066 -1.662 -0.969 0.35 -0.30 -0.23
Cl -0.324 -2.022 -1.803 -0.36 -0.46 -0.51
C -1.616 -3.907 3.669 -0.14 -0.04 -0.17
C -2.914 1.420 0.647 -0.22 0.11 -0.59
O -6.915 2.702 0.729 0.32 -0.70 -0.46
O 1.018 0.465 -4.019 1.08 0.52 -2.22
H -7.284 0.481 -1.514 -0.03 0.30 0.37
Cl 2.606 1.562 -1.333 0.31 0.99 -0.86
H 2.478 -2.344 -1.603 0.28 0.16 0.14
H 0.441 4.768 3.445 0.22 -0.24 -0.04
C -4.593 0.901 -1.459 0.02 -0.01 0.39
H 3.855 1.775 -6.642 -0.03 -0.26 0.02
C -1.150 -2.182 1.977 0.49 1.50 -0.79
```
Positions in Å, forces in eV/Å.

=====

(2)
A cluster of 3 separate species, C31H66FN8O7S in total at a distorted geometry, computed with ωB97M-V with the def2-TZVPD basis set.

Summary:
Electronic energy   -73009.763 eV
⟨S²⟩   2.01
Lowest unoccupied orbital energy (alpha / beta)   -3.436 / -3.436 eV
Maximum force   0.1728 hartree/bohr
2S+1   3
Kohn-Sham gap (alpha / beta)   0.247 / 0.283 Ha
Charge   +1

Structure (XYZ):
```
114
Properties=species:S:1:pos:R:3:forces:R:3
C -6.006 1.900 1.543 -0.20 -0.31 -0.08
H -0.972 1.479 -2.063 0.12 0.05 -0.01
C 4.495 -4.436 0.868 -0.85 -0.09 -0.34
H -2.430 2.172 -1.390 -0.09 0.15 -0.01
N -3.753 0.938 1.129 -0.38 -0.84 1.61
H -5.222 -1.905 -0.087 0.12 -0.04 0.01
H 4.915 -2.287 -0.898 0.70 -0.72 0.30
O 4.156 -0.746 5.458 -4.66 2.69 7.08
C -1.837 4.013 -5.136 0.05 0.01 0.11
H 5.792 -2.590 4.814 0.20 -0.41 0.48
O 5.940 -1.663 4.632 1.22 -0.43 -0.74
O -1.374 -6.719 1.278 1.83 -2.91 -2.06
C -0.186 6.289 -3.826 -0.31 0.06 0.14
H -3.032 -2.188 -0.033 -0.26 -0.04 0.01
H 2.303 5.400 -3.421 0.01 0.00 0.04
H -5.500 1.346 4.058 -0.04 0.14 -0.08
H -2.821 -0.656 -0.867 0.03 0.06 0.01
N 3.880 -2.112 2.559 0.11 -0.76 1.56
C 0.312 4.853 -4.074 -0.05 2.03 -0.28
C 4.732 -1.063 4.558 3.61 -2.18 -5.55
C 0.958 -3.254 0.152 -0.52 -1.35 0.17
H 3.334 0.297 -3.054 -0.48 0.17 -0.22
H 4.431 -3.907 3.289 0.05 -0.21 -0.25
H -3.112 3.017 2.946 0.07 -0.04 -0.10
H 2.281 2.732 1.924 0.23 1.08 0.45
H -4.174 -2.284 2.218 0.00 -0.01 -0.15
N 3.080 1.001 1.182 -0.06 0.54 0.11
H -5.976 -0.792 2.984 0.00 -0.02 -0.06
H 0.507 -5.813 2.559 0.20 -0.29 0.20
C 4.243 -0.832 3.167 -0.14 -0.75 0.39
H 5.746 -0.487 -1.793 1.02 0.18 0.09
H -6.627 1.009 1.495 0.05 -0.03 -0.05
H 0.152 3.375 -5.637 0.07 -0.03 0.12
F 6.250 -4.774 -0.618 1.58 0.57 -0.55
H -2.237 3.543 -6.035 -0.03 0.00 -0.01
H -2.417 5.482 -2.655 0.07 0.01 -0.01
H 1.315 2.014 0.671 -0.85 0.29 -0.65
C 1.918 1.824 1.528 0.95 -0.76 -0.41
H 1.994 -0.657 1.303 -0.91 -0.57 0.29
H 2.114 -4.929 0.355 0.37 -1.02 -0.39
H -4.860 -1.077 4.291 -0.02 0.00 0.03
H -0.864 2.653 -0.745 -0.04 -0.01 0.03
O 0.794 2.966 -2.956 1.70 -1.38 0.65
H 1.360 1.318 2.282 -0.65 -0.35 0.61
H 3.389 -0.224 3.262 -1.00 0.75 -0.15
O -2.592 -5.331 2.663 -4.09 1.60 3.48
C -0.349 4.300 -5.331 -0.44 -0.49 -0.07
C -4.058 3.044 2.410 0.68 0.13 -0.10
H 4.515 0.593 -1.239 -0.05 0.72 0.49
C 2.690 -0.250 0.607 1.61 1.38 1.18
H 2.284 4.065 -4.579 -0.03 -0.07 0.09
N 3.901 -1.139 0.553 -1.14 -0.23 -2.30
H 3.877 -1.222 -3.361 -0.06 -0.17 -0.26
H -1.508 -3.263 1.264 -0.15 0.79 0.54
H -1.263 6.404 -3.916 0.00 -0.04 0.07
H -4.763 3.591 3.032 -0.15 -0.07 0.00
C -4.602 1.653 2.129 -2.02 0.89 -0.20
C -2.158 4.667 -1.985 -0.07 0.30 -0.16
H -3.781 1.040 4.022 0.06 0.05 -0.11
H -2.241 -4.358 0.138 -1.21 -0.35 -0.18
H 4.859 -6.101 -0.360 -0.25 -1.00 -0.31
C 3.712 -2.247 1.289 0.23 0.48 -0.11
C 2.079 -3.989 0.845 0.11 0.61 -0.53
H 0.533 -2.498 0.762 -0.14 1.14 0.43
H -5.938 2.327 0.543 0.04 -0.02 -0.04
C 4.945 -5.044 -0.439 -0.45 -0.13 0.92
H -6.552 2.608 2.164 0.09 0.06 0.09
H -1.844 -1.043 0.556 -0.05 0.19 0.03
N 3.431 -3.436 0.682 0.24 -1.25 0.54
H 1.289 -2.879 -0.786 0.41 0.63 -0.66
H -3.127 2.985 -3.747 0.00 0.02 0.17
C 4.694 -0.354 -1.694 -0.33 -0.57 -0.45
H -0.488 -4.123 -1.144 -0.26 -0.11 -0.94
H -2.397 4.942 -5.008 0.03 0.03 0.02
H 0.197 -5.263 -0.020 0.40 -0.93 -0.51
H 0.243 6.963 -4.565 0.12 -0.06 -0.06
C -1.356 3.537 -2.658 -1.60 0.96 1.06
N 3.742 -3.194 3.444 0.04 0.56 0.40
O -2.546 1.165 1.392 2.53 0.83 -0.33
C 1.806 5.005 -4.308 0.42 -0.51 0.17
O -0.239 -5.341 2.949 0.76 0.42 -0.27
C -3.947 -1.224 2.350 0.04 0.15 0.52
C -3.933 -0.531 0.991 -1.32 -1.24 -1.14
C -2.058 3.087 -3.939 0.29 -0.07 -0.69
H 4.357 -4.645 -1.235 -0.38 0.17 -0.80
H 5.332 -4.006 1.364 0.91 0.50 0.19
H 2.804 -3.546 3.499 -0.25 -0.05 0.01
H 4.150 -5.222 1.505 -0.40 -0.60 0.60
S -1.448 -5.504 1.943 0.22 0.96 -1.22
H -2.948 -1.177 2.801 0.03 0.12 -0.08
H -6.130 -0.763 0.845 0.00 0.09 0.01
H -1.610 5.079 -1.138 0.06 0.02 -0.01
C -5.235 -0.866 0.240 -0.28 0.12 0.03
H 1.978 5.699 -5.127 -0.13 0.09 -0.03
C -2.840 -1.130 0.116 0.62 0.39 -0.06
H 4.962 -0.347 2.569 0.82 0.58 -0.86
C -1.400 2.396 -1.660 0.53 -0.52 0.14
C -1.404 -4.193 0.764 1.96 -0.38 -0.19
H -3.913 3.608 1.487 0.01 0.00 -0.03
H 0.117 6.644 -2.841 0.00 -0.03 0.03
H 3.655 1.512 0.531 0.22 0.12 -0.12
H 3.312 -1.911 -1.328 -0.89 -0.29 -0.25
H -1.700 2.089 -4.213 0.11 0.01 0.07
H -5.346 -0.243 -0.648 0.01 0.05 0.01
N 0.049 3.982 -2.892 -0.88 -0.62 -1.54
C -4.953 -0.601 3.315 0.00 0.10 -0.06
C 4.183 -1.521 -0.854 0.18 1.26 -0.08
N 4.129 -0.310 -3.024 0.17 0.15 -0.07
H -3.104 4.282 -1.606 0.02 -0.14 0.00
C -4.708 0.901 3.456 0.38 -0.60 0.19
H 1.797 -4.190 1.867 0.07 0.01 0.69
H -0.215 5.006 -6.151 0.10 0.12 0.06
H 2.253 -0.123 -0.364 -0.26 -0.47 -0.83
C -0.169 -4.271 -0.143 -0.10 0.98 1.04
```
Positions in Å, forces in eV/Å.